Below is a cluster of 2 separate species, C4H9O3 in total, with properties calculated with the ωB97M-V functional and the def2-TZVPD basis.

Strongest force on any atom ... 0.6 eV Å⁻¹
Multiplicity ... 1
DFT total energy ... -383.56625 hartree
Charge ... -1
Energy above the lowest of the compared OMol25 structures with the same formula, charge and spin ... 105.8 kJ/mol
Lowest unoccupied orbital energy ... 4.140 eV
Gap between HOMO and LUMO ... 8.311 eV

The geometry in XYZ format:
```
16
Properties=species:S:1:pos:R:3:nbo_charge:R:1
O 0.844 -2.271 1.255 -0.57
C -0.119 -1.383 1.785 -0.26
C 1.299 -1.815 -0.004 -0.26
H -0.441 -1.781 2.762 0.15
H -1.003 -1.303 1.130 0.20
H 0.299 -0.373 1.937 0.20
H 0.476 -1.754 -0.736 0.20
H 1.778 -0.824 0.071 0.20
H 2.045 -2.539 -0.373 0.15
O 0.507 1.405 0.088 -0.80
O -1.146 0.224 -0.937 -0.80
C -0.486 1.268 -0.677 0.76
C -0.936 2.551 -1.430 -0.73
H -0.386 2.610 -2.384 0.20
H -2.017 2.527 -1.647 0.19
H -0.716 3.457 -0.840 0.19
```